Density functional theory data (ωB97M-V/def2-TZVPD) for an isolated molecule of C22H27N3O3P2S2.

total charge	0
Kohn-Sham gap	7.5	eV
structure (SMILES)	NC[PH](CCCSC(=S)N(c1ccccc1)c1ccccc1)(c1ccccn1)P(=O)(O)O
E_tot	-2723.5779	a.u.
2S+1	1
LUMO energy	-0.44	eV

CARTESIAN COORDINATES (ANGSTROEM)
N  4.107  0.773  -1.931
C  4.321  0.009  -0.710
P  2.692  -0.421  0.085
C  2.314  -0.313  1.873
C  0.858  -0.747  2.133
C  0.017  0.306  2.865
S  -1.328  0.959  1.858
C  -2.475  -0.373  1.943
S  -2.836  -1.197  3.286
N  -3.060  -0.710  0.690
C  -3.981  0.257  0.177
C  -4.862  0.902  1.058
C  -5.773  1.843  0.574
C  -5.834  2.148  -0.784
C  -4.980  1.480  -1.667
C  -4.059  0.543  -1.195
C  -2.092  -1.290  -0.213
C  -2.163  -2.674  -0.380
C  -1.234  -3.325  -1.197
C  -0.235  -2.591  -1.838
C  -0.166  -1.204  -1.671
C  -1.091  -0.554  -0.852
C  1.915  1.288  -0.268
C  2.461  2.494  0.207
C  1.821  3.697  -0.067
C  0.634  3.677  -0.809
C  0.165  2.434  -1.234
N  0.778  1.276  -0.970
P  3.321  -2.661  0.462
O  2.387  -3.346  1.382
O  3.463  -3.383  -0.989
O  4.855  -2.822  0.950
H  4.598  0.361  -2.708
H  4.366  1.743  -1.850
H  4.960  0.513  0.014
H  4.812  -0.924  -0.965
H  1.712  -0.981  -0.765
H  2.987  -0.968  2.422
H  2.491  0.698  2.230
H  0.354  -1.012  1.205
H  0.883  -1.662  2.714
H  -0.454  -0.112  3.748
H  0.601  1.164  3.187
H  -4.839  0.667  2.110
H  -6.443  2.333  1.265
H  -6.533  2.885  -1.146
H  -5.019  1.696  -2.724
H  -3.418  0.038  -1.896
H  -2.937  -3.224  0.134
H  -1.284  -4.398  -1.316
H  0.488  -3.100  -2.459
H  0.612  -0.627  -2.150
H  -1.020  0.514  -0.710
H  3.379  2.480  0.783
H  2.218  4.634  0.297
H  0.093  4.580  -1.043
H  -0.747  2.378  -1.815
H  2.738  -3.111  -1.564
H  5.464  -3.041  0.236


Density functional theory data (ωB97M-V/def2-TZVPD) for C4H5ClN2OS as an isolated structure.

total charge	0
Kohn-Sham gap	8.8	eV
E_tot	-1198.4598	a.u.
2S+1	1
LUMO energy	0.60	eV
energy above the lowest of the compared OMol25 structures with the same formula, charge and spin	109.9	kJ/mol

CARTESIAN COORDINATES (ANGSTROEM)
C  -1.132  1.056  0.107
C  -1.790  -0.093  0.019
C  0.649  0.366  0.209
C  1.713  -1.778  -0.233
N  0.624  -0.923  0.175
N  -1.117  2.385  -0.155
O  1.564  1.133  0.213
S  -0.915  -1.679  0.045
Cl  -3.557  -0.318  0.103
H  2.129  -2.174  0.779
H  1.341  -2.463  -0.807
H  2.406  -1.071  -0.643
H  -1.772  2.986  0.422
H  -0.143  2.572  -0.234


Density functional theory data (ωB97M-V/def2-TZVPD) for a 2-piece molecular cluster, C9H19BF3N3O5P2 overall.

total charge	0
Kohn-Sham gap	6.2	eV
E_tot	-1902.0582	a.u.
2S+1	1
LUMO energy	-1.93	eV

CARTESIAN COORDINATES (ANGSTROEM)
C  -1.978  -1.676  0.548
C  -2.628  -0.375  0.062
C  -1.564  0.685  -0.186
F  -2.030  1.948  0.241
C  -1.227  0.824  -1.647
N  -0.858  -0.414  -2.312
C  0.525  -0.821  -2.048
C  1.367  0.059  -2.934
P  3.161  0.022  -2.452
O  3.417  -1.035  -1.483
N  0.738  1.429  -3.080
C  -0.130  1.875  -1.932
P  0.909  2.393  -0.485
N  1.620  1.200  0.225
H  -2.356  -2.552  0.036
H  -2.166  -1.796  1.602
H  -0.903  -1.665  0.442
H  -3.329  -0.012  0.793
H  -3.129  -0.552  -0.885
H  -0.706  0.447  0.437
H  -2.139  1.173  -2.120
H  -1.519  -1.149  -2.104
H  0.793  -0.705  -1.002
H  0.666  -1.852  -2.322
H  1.325  -0.378  -3.922
H  3.456  1.305  -1.940
H  3.851  -0.146  -3.666
H  1.453  2.148  -3.204
H  0.156  1.444  -3.916
H  -0.632  2.767  -2.287
H  0.004  3.132  0.285
H  1.810  3.336  -1.041
H  2.628  1.291  0.246
B  0.894  -0.726  4.335
O  0.162  -1.760  3.538
C  -0.829  -2.235  4.270
O  -1.618  -3.070  3.910
C  -0.815  -1.543  5.632
O  -1.589  -1.745  6.527
O  0.182  -0.678  5.643
F  0.815  0.506  3.689
F  2.214  -1.098  4.508


Density functional theory data (ωB97M-V/def2-TZVPD) for an isolated molecule of C4H6F3N3O2.

total charge	0
Kohn-Sham gap	10.5	eV
structure (SMILES)	CC(=O)N[C@]1(F)NONC1(F)F
E_tot	-770.2373	a.u.
2S+1	1
LUMO energy	0.50	eV
energy above the lowest of the compared OMol25 structures with the same formula, charge and spin	31.7	kJ/mol

CARTESIAN COORDINATES (ANGSTROEM)
C  3.043  0.560  0.288
C  1.541  0.806  0.598
O  0.998  1.703  1.173
N  0.776  -0.170  -0.037
C  -0.558  -0.453  0.285
F  -0.762  -0.056  1.598
N  -1.120  -1.813  0.122
O  -2.445  -1.624  0.108
N  -2.861  -0.448  -0.754
C  -1.824  0.456  -0.511
F  -2.162  1.525  0.262
F  -1.357  0.970  -1.714
H  3.646  1.499  0.570
H  3.475  -0.180  0.867
H  3.107  0.287  -0.809
H  1.222  -0.695  -0.678
H  -0.834  -2.147  -0.810
H  -3.885  -0.220  -0.558


Density functional theory data (ωB97M-V/def2-TZVPD) for a 2-piece molecular cluster, C4H11NO overall.

total charge	-1
Kohn-Sham gap (spin up / spin down)	3.3 / 7.9	eV
E_tot	-288.8892	a.u.
2S+1	2
LUMO energy (spin up / spin down)	4.11 / 4.02	eV
energy above the lowest of the compared OMol25 structures with the same formula, charge and spin	138.8	kJ/mol

CARTESIAN COORDINATES (ANGSTROEM)
C  1.590  -0.028  0.483
C  2.905  -0.056  0.927
N  0.579  -0.722  1.242
H  1.464  0.318  -0.536
H  3.719  0.371  0.363
H  3.121  -0.256  1.971
H  0.613  -1.754  1.269
H  0.554  -0.283  2.144
H  -0.769  -0.222  0.765
C  -1.849  0.876  -0.570
O  -1.738  0.231  0.687
C  -1.576  -0.168  -1.701
H  -1.128  1.698  -0.656
H  -2.905  1.169  -0.551
H  -1.587  0.343  -2.671
H  -2.359  -0.919  -1.802
H  -0.636  -0.597  -1.364


Density functional theory data (ωB97M-V/def2-TZVPD) for an isolated molecule of C7H12N2.

total charge	0
Kohn-Sham gap	9.9	eV
structure (SMILES)	C1CN2C[C@H]2CN2C[C@@H]12
E_tot	-383.2336	a.u.
2S+1	1
LUMO energy	1.07	eV
energy above the lowest of the compared OMol25 structures with the same formula, charge and spin	497.9	kJ/mol

CARTESIAN COORDINATES (ANGSTROEM)
C  -0.383  1.544  0.011
C  0.835  1.089  -0.716
N  1.716  0.217  -0.112
C  1.282  -0.268  1.209
C  1.295  -1.156  -0.032
C  -0.052  -1.424  -0.863
N  -1.395  -0.821  -0.557
C  -1.778  -0.454  0.868
C  -1.581  0.556  -0.115
H  -0.118  1.631  0.959
H  -0.643  2.511  -0.513
H  1.641  1.927  -0.867
H  0.490  0.940  -1.768
H  2.167  -0.187  1.915
H  0.408  -0.057  1.705
H  2.058  -1.890  -0.220
H  0.399  -1.009  -1.850
H  -0.160  -2.624  -1.098
H  -2.823  -0.943  1.216
H  -1.073  -0.596  1.601
H  -2.285  1.014  -0.771


Density functional theory data (ωB97M-V/def2-TZVPD) for C22H29IrN3O3S2 as an isolated structure.

total charge	0
Kohn-Sham gap (spin up / spin down)	6.7 / 5.4	eV
E_tot	-2146.0969	a.u.
2S+1	6
LUMO energy (spin up / spin down)	0.08 / -2.93	eV
energy above the lowest of the compared OMol25 structures with the same formula, charge and spin	0.0	kJ/mol

CARTESIAN COORDINATES (ANGSTROEM)
Ir  -0.262  -0.572  1.063
C  -1.837  2.240  0.071
N  -1.291  1.687  1.354
C  -2.398  1.877  2.314
C  -0.056  2.357  1.728
C  -0.031  3.518  2.516
C  1.193  3.991  3.005
C  2.327  3.185  2.873
C  2.313  2.006  2.100
C  1.161  1.691  1.373
N  1.163  0.652  0.463
C  2.206  -0.062  -0.127
C  3.298  0.731  -0.527
C  4.551  0.146  -0.506
C  4.728  -1.225  -0.194
C  3.601  -2.051  -0.142
C  2.305  -1.506  -0.142
N  1.157  -2.377  -0.075
C  1.312  -3.651  0.754
C  0.652  -2.886  -1.381
H  -2.168  3.306  0.260
H  -2.672  1.603  -0.224
H  -1.066  2.195  -0.696
H  -2.814  2.911  2.303
H  -2.076  1.630  3.328
H  -3.213  1.161  2.060
H  -0.958  4.016  2.760
H  1.267  4.976  3.446
H  3.238  3.441  3.400
H  3.172  1.351  2.039
H  3.148  1.775  -0.768
H  5.431  0.787  -0.568
H  5.721  -1.582  0.065
H  3.679  -3.111  -0.058
H  1.937  -4.381  0.194
H  0.333  -4.066  0.956
H  1.830  -3.434  1.693
H  1.338  -3.636  -1.808
H  0.572  -2.074  -2.124
H  -0.336  -3.328  -1.148
O  -2.561  -1.049  2.894
S  -1.612  -2.157  3.029
O  -1.781  -3.010  1.887
O  -1.522  -2.779  4.314
S  0.453  -1.261  3.085
C  -3.124  -1.533  -3.522
C  -2.374  -0.289  -2.870
C  -1.000  0.010  -3.628
C  -3.258  1.026  -2.960
C  -1.955  -0.518  -1.524
C  -1.341  -0.731  -0.516
H  -3.350  -1.254  -4.573
H  -4.087  -1.787  -3.056
H  -2.538  -2.451  -3.575
H  -1.176  0.439  -4.639
H  -0.362  -0.867  -3.786
H  -0.371  0.783  -3.133
H  -3.625  1.140  -3.992
H  -2.697  1.980  -2.766
H  -4.172  1.014  -2.300


Density functional theory data (ωB97M-V/def2-TZVPD) for a 2-piece molecular cluster, C13H22BN3O4 overall.

total charge	0
Kohn-Sham gap	7.6	eV
structure (SMILES)	O=C1C=C(O)C(=O)C=C1O.[H]/N=C(\N)NCCCCBCC
E_tot	-998.4676	a.u.
2S+1	1
LUMO energy	-1.70	eV

CARTESIAN COORDINATES (ANGSTROEM)
O  -2.663  -1.402  -1.195
C  -2.199  -2.376  -1.778
C  -1.046  -3.127  -1.257
C  -0.555  -4.172  -1.924
O  0.527  -4.884  -1.439
C  -1.149  -4.614  -3.215
O  -0.664  -5.568  -3.815
C  -2.317  -3.879  -3.724
C  -2.811  -2.835  -3.055
O  -3.910  -2.141  -3.526
H  -0.622  -2.793  -0.318
H  0.693  -5.590  -2.101
H  -2.751  -4.222  -4.655
H  -4.072  -1.431  -2.868
H  -2.025  0.557  0.810
N  -1.317  1.220  1.188
C  -1.668  2.534  1.014
N  -3.031  2.831  0.352
N  -0.878  3.753  1.432
C  0.502  3.438  1.944
C  1.704  3.622  0.799
C  2.973  2.605  1.029
C  3.053  1.382  -0.071
B  1.863  0.249  0.111
C  1.866  -0.971  1.219
C  1.442  -0.514  2.737
H  -3.581  1.957  0.221
H  -3.555  3.361  1.111
H  -1.427  4.233  2.180
H  0.750  4.271  2.762
H  0.625  2.412  2.489
H  2.141  4.723  0.942
H  1.281  3.577  -0.290
H  3.960  3.261  0.884
H  3.019  2.205  2.130
H  2.911  1.862  -1.136
H  4.088  0.851  0.080
H  0.937  0.300  -0.640
H  1.042  -1.755  0.860
H  2.887  -1.585  1.234
H  0.551  0.254  2.788
H  1.062  -1.484  3.319
H  2.365  -0.115  3.374


Density functional theory data (ωB97M-V/def2-TZVPD) for an isolated molecule of C4H3N.

total charge	0
Kohn-Sham gap	10.9	eV
structure (SMILES)	C#CCC#N
E_tot	-208.8359	a.u.
2S+1	1
LUMO energy	0.52	eV
energy above the lowest of the compared OMol25 structures with the same formula, charge and spin	173.2	kJ/mol

CARTESIAN COORDINATES (ANGSTROEM)
C  2.003  0.564  -0.159
C  0.917  0.058  -0.245
C  -0.389  -0.579  -0.304
C  -1.530  0.245  -0.465
N  -2.474  0.885  -0.530
H  2.964  1.028  -0.094
H  -1.103  -0.674  0.803
H  -0.404  -1.514  -0.868


Density functional theory data (ωB97M-V/def2-TZVPD) for C3H8O as an isolated structure.

total charge	0
Kohn-Sham gap	10.7	eV
E_tot	-194.2170	a.u.
2S+1	1
LUMO energy	0.99	eV
energy above the lowest of the compared OMol25 structures with the same formula, charge and spin	312.2	kJ/mol

CARTESIAN COORDINATES (ANGSTROEM)
C  1.180  0.422  -0.129
C  0.586  -0.898  0.099
C  -1.510  0.251  0.025
H  2.460  0.125  -0.440
H  0.683  0.954  -1.208
H  1.081  1.246  0.789
H  0.592  -0.991  1.164
H  1.128  -1.796  -0.320
H  -1.421  1.239  -0.741
H  -2.684  -0.117  -0.020
H  -1.308  0.480  1.127
O  -0.788  -0.915  -0.347


Density functional theory data (ωB97M-V/def2-TZVPD) for an isolated molecule of C3H5N3O.

total charge	0
Kohn-Sham gap	10.9	eV
structure (SMILES)	N#CCC(=O)NN
E_tot	-356.6798	a.u.
2S+1	1
LUMO energy	0.62	eV
energy above the lowest of the compared OMol25 structures with the same formula, charge and spin	466.3	kJ/mol

CARTESIAN COORDINATES (ANGSTROEM)
N  -2.783  -0.917  0.000
C  -2.058  -0.102  -0.055
C  -1.081  1.050  -0.068
C  0.324  0.670  0.010
O  1.259  1.401  -0.052
N  0.607  -0.691  -0.068
N  1.915  -1.292  -0.012
H  -1.282  1.502  0.926
H  -1.275  1.547  -0.760
H  -0.122  -1.445  0.030
H  2.335  -0.646  0.836
H  2.161  -1.077  -0.787


Density functional theory data (ωB97M-V/def2-TZVPD) for a 2-piece molecular cluster, C15H34BFN3O5S overall.

total charge	+1
Kohn-Sham gap	9.2	eV
E_tot	-1655.1743	a.u.
2S+1	1
LUMO energy	-2.23	eV

CARTESIAN COORDINATES (ANGSTROEM)
N  3.384  7.517  -0.957
C  2.886  6.163  -1.109
O  3.529  5.199  -0.750
C  1.529  6.101  -1.755
C  1.110  4.741  -2.297
N  1.241  3.643  -1.312
C  1.531  2.332  -1.916
B  3.088  2.271  -2.281
O  3.863  1.191  -1.921
O  3.670  3.275  -2.994
S  0.019  3.557  -0.201
O  -0.770  2.370  -0.276
O  0.581  3.839  1.077
F  -0.908  4.758  -0.522
H  4.368  7.449  -1.202
H  3.407  7.680  0.047
H  1.569  6.791  -2.593
H  0.789  6.527  -1.084
H  0.068  4.818  -2.602
H  1.668  4.524  -3.195
H  0.966  2.154  -2.834
H  1.336  1.539  -1.208
H  3.631  0.889  -1.042
H  4.485  3.562  -2.577
C  -0.789  -0.149  2.712
C  0.276  -0.937  1.949
C  -0.077  -1.248  0.487
C  -1.282  -2.131  0.214
N  -1.248  -3.550  0.750
C  -1.910  -4.478  -0.245
C  -0.858  -4.719  -1.309
C  0.465  -4.755  -0.532
C  0.156  -4.123  0.829
C  -1.925  -3.655  2.100
C  -3.449  -3.666  2.117
C  -4.197  -2.392  1.715
H  -1.733  -0.692  2.796
H  -0.443  0.061  3.723
H  -0.992  0.801  2.215
H  0.515  -1.848  2.507
H  1.193  -0.347  1.936
H  0.804  -1.647  -0.026
H  -0.279  -0.294  -0.011
H  -1.419  -2.208  -0.863
H  -2.177  -1.660  0.608
H  -2.148  -5.397  0.289
H  -2.818  -4.013  -0.620
H  -0.851  -3.908  -2.038
H  -1.049  -5.637  -1.859
H  1.250  -4.218  -1.060
H  0.818  -5.774  -0.392
H  0.863  -3.359  1.120
H  0.144  -4.880  1.607
H  -1.522  -2.856  2.720
H  -1.592  -4.600  2.526
H  -3.716  -3.894  3.151
H  -3.828  -4.505  1.532
H  -3.791  -1.510  2.212
H  -5.242  -2.477  2.007
H  -4.188  -2.227  0.637


Density functional theory data (ωB97M-V/def2-TZVPD) for C5H4MnO5 as an isolated structure.

total charge	+3
Kohn-Sham gap (spin up / spin down)	7.7 / 6.7	eV
E_tot	-1718.6211	a.u.
2S+1	5
LUMO energy (spin up / spin down)	-17.94 / -18.69	eV
energy above the lowest of the compared OMol25 structures with the same formula, charge and spin	0.0	kJ/mol

CARTESIAN COORDINATES (ANGSTROEM)
Mn  -0.449  0.652  -0.384
O  -0.154  0.793  -4.037
C  -0.273  0.791  -2.901
C  -1.697  -0.270  0.525
O  -2.415  -1.030  1.040
C  0.655  1.507  0.760
O  1.444  1.990  1.471
C  -1.594  2.100  -0.322
O  -2.314  2.979  -0.057
C  1.271  -1.570  1.020
O  0.650  -1.125  -0.247
H  2.150  -0.935  1.161
H  1.524  -2.641  0.975
H  0.624  -1.351  1.874
H  0.578  -1.890  -0.879


Density functional theory data (ωB97M-V/def2-TZVPD) for CH5NO2S as an isolated structure.

total charge	0
Kohn-Sham gap	10.1	eV
E_tot	-644.4413	a.u.
2S+1	1
LUMO energy	0.24	eV
energy above the lowest of the compared OMol25 structures with the same formula, charge and spin	270.4	kJ/mol

CARTESIAN COORDINATES (ANGSTROEM)
C  0.848  -1.276  0.313
N  -0.656  1.470  0.294
O  0.337  0.619  -1.949
O  -1.750  -0.294  -1.014
S  -0.447  0.248  -0.831
H  0.831  -0.618  1.232
H  0.435  -2.278  0.451
H  1.750  -1.113  -0.229
H  0.072  2.096  0.736
H  -1.421  1.146  0.997


Density functional theory data (ωB97M-V/def2-TZVPD) for C2H3BrI2 as an isolated structure.

total charge	0
Kohn-Sham gap	8.9	eV
E_tot	-3247.3390	a.u.
2S+1	1
LUMO energy	-0.40	eV
energy above the lowest of the compared OMol25 structures with the same formula, charge and spin	114.8	kJ/mol

CARTESIAN COORDINATES (ANGSTROEM)
C  1.276  0.071  0.082
C  0.081  0.652  0.526
Br  -0.533  0.764  2.311
I  -1.011  1.923  -0.912
I  -2.311  -2.008  -0.443
H  -1.141  -1.226  -1.442
H  1.532  0.067  -0.986
H  2.106  -0.243  0.864


Density functional theory data (ωB97M-V/def2-TZVPD) for an isolated molecule of C3H4N2O2.

total charge	0
Kohn-Sham gap	10.8	eV
structure (SMILES)	OCc1cnno1
E_tot	-376.6134	a.u.
2S+1	1
LUMO energy	0.38	eV
energy above the lowest of the compared OMol25 structures with the same formula, charge and spin	394.8	kJ/mol

CARTESIAN COORDINATES (ANGSTROEM)
O  2.062  -0.637  -0.434
C  1.247  0.054  0.460
C  -0.231  -0.031  0.062
C  -1.246  0.845  -0.212
N  -2.476  0.057  -0.144
N  -2.179  -1.182  -0.037
O  -0.747  -1.330  0.070
H  2.014  -0.368  -1.390
H  1.573  1.076  0.532
H  1.379  -0.445  1.394
H  -1.397  1.962  -0.302